{"formula": "C7H16F2LuO2P", "method": "the ωB97M-V functional and the def2-TZVPD basis", "symbols": ["C", "C", "C", "F", "P", "C", "O", "C", "C", "C", "O", "F", "H", "H", "H", "H", "H", "H", "H", "H", "H", "H", "H", "H", "H", "H", "H", "H", "Lu"], "xyz": [[-1.54129, 0.28416, -3.39647], [-1.50671, 0.38279, -1.75835], [-0.03793, 0.03760, -1.17933], [0.87681, 0.96683, -1.86098], [0.16682, 0.42669, 0.70001], [1.72256, -0.74656, 0.86515], [2.34962, -0.61121, 2.14112], [3.06378, 0.64818, 2.24800], [-1.06308, -0.93821, 1.24482], [-2.10821, -0.33056, 2.31066], [-2.75204, -1.15729, 3.00169], [-2.32924, 1.05502, 2.54012], [-0.90566, 1.13626, -3.86229], [-2.63376, 0.48574, -3.73300], [-1.22412, -0.76360, -3.75967], [-1.84230, 1.46715, -1.52295], [-2.33571, -0.31143, -1.38551], [0.29100, -1.03659, -1.43359], [1.12765, 1.50143, 0.39052], [-0.87809, 1.43203, 0.52671], [0.26993, 0.82204, 2.07958], [1.41711, -1.86416, 0.78271], [2.46114, -0.57717, -0.01600], [2.36431, 1.57228, 2.18197], [3.51948, 0.68631, 3.31419], [3.96964, 0.73039, 1.52643], [-1.67467, -1.40166, 0.39352], [-0.55641, -1.83021, 1.78887], [-0.23317, -2.07169, -4.14875]], "atomic_forces_ev_per_a": [[-0.8, 1.8, 1.0], [0.0, -0.3, -1.1], [-0.3, 0.7, -1.7], [-1.2, -1.6, 1.1], [-2.7, 1.3, 0.7], [5.8, -4.0, 1.6], [-2.1, 1.6, -3.8], [2.1, 0.9, 1.5], [-1.9, -1.1, 1.3], [-3.0, -3.1, 3.6], [3.2, 4.2, -3.6], [1.1, -2.9, -1.3], [-0.7, -1.9, 0.6], [1.9, -0.8, 0.3], [-3.0, 4.7, 1.3], [0.8, -1.8, -0.3], [1.3, 0.9, -0.3], [-0.4, 1.4, 0.2], [0.6, 0.1, -0.4], [0.2, 0.1, -0.1], [0.2, -0.3, -0.1], [-0.4, 2.1, 0.3], [-1.5, 0.7, 1.4], [0.7, -1.5, -0.2], [-1.0, -0.2, -1.8], [-1.9, -0.3, 0.8], [0.9, 0.8, 1.1], [-0.7, 1.8, -0.7], [2.5, -3.4, -1.3]], "mol_weight_g_mol": 376.14, "charge": 2, "lumo_energy_ev": -11.42, "homo_energy_ev": -14.49, "max_force_ev_per_a": 7.19, "homo_lumo_gap_ha": 0.1131, "energy_ha": -2202.29323}

{"formula": "C7H16N", "method": "the ωB97M-V functional and the def2-TZVPD basis", "symbols": ["C", "C", "C", "C", "H", "H", "H", "H", "H", "H", "C", "C", "C", "N", "H", "H", "H", "H", "H", "H", "H", "H", "H", "H"], "xyz": [[0.24107, -0.10216, 2.08085], [0.00260, 1.22137, 1.90198], [1.10453, 2.20431, 1.79667], [0.88126, 3.53704, 1.93402], [1.23515, -0.55013, 2.16269], [-0.58019, -0.85494, 1.99743], [-0.99567, 1.61199, 1.95922], [2.11675, 1.80511, 1.67113], [1.70860, 4.29519, 1.93412], [-0.18017, 3.97300, 2.08958], [-0.97471, -1.11099, -0.91840], [0.19797, -1.14998, -1.88760], [1.48622, -0.88795, -1.12614], [-2.20522, -1.64383, -1.68036], [-0.79071, -1.80265, -0.06296], [-1.30425, -0.14873, -0.52399], [0.00309, -0.33389, -2.65587], [0.20341, -2.15076, -2.35562], [1.52383, 0.12716, -0.69021], [1.56597, -1.61307, -0.28101], [2.31353, -1.07959, -1.81204], [-2.51689, -1.02805, -2.41556], [-2.02337, -2.56405, -2.06363], [-3.01278, -1.75439, -1.05430]], "atomic_forces_ev_per_a": [[-1.0, 0.1, -0.9], [1.6, -1.2, 0.5], [-0.7, 1.3, 0.5], [-0.5, 0.2, 0.1], [-0.2, 0.4, -0.1], [0.6, 0.8, 0.7], [-0.4, 0.1, -0.3], [-0.3, 0.2, 0.1], [-0.9, -1.0, -0.1], [1.9, -0.9, -0.3], [-0.4, -1.0, 0.0], [-0.8, 1.4, -0.1], [0.2, -0.5, 0.4], [-0.4, -0.3, 1.4], [-0.4, 0.5, -0.7], [0.5, 0.0, -0.1], [0.5, -1.2, 0.6], [0.2, 0.5, 0.0], [0.1, -0.5, -0.4], [0.1, 0.5, -0.6], [0.1, 0.3, 0.3], [0.1, 0.4, -0.5], [0.2, -0.2, -0.3], [0.2, 0.1, 0.0]], "mol_weight_g_mol": 114.21, "charge": 1, "de_lowest_ev": 1.901, "lumo_energy_ev": -3.73, "homo_energy_ev": -11.60, "max_force_ev_per_a": 2.13, "homo_lumo_gap_ha": 0.2891, "energy_ha": -330.75877}